[1]
{"formula": "H6O3", "method": "wB97M-V/def2-TZVPD", "species": ["O", "H", "H", "O", "H", "H", "O", "H", "H"], "xyz": [[2.862008, 3.215721, -0.777889], [2.069982, 2.726833, -0.554453], [2.874172, 3.228505, -1.734927], [-0.118591, -0.511028, -1.326111], [0.303196, -1.294408, -1.679175], [-0.766939, -0.846033, -0.706713], [-2.034511, -2.287252, 2.249725], [-2.385378, -1.458266, 2.575168], [-2.803938, -2.774072, 1.954377]], "atomic_forces_ev_per_a": [[0.17, 0.13, 0.15], [-0.21, -0.17, 0.08], [0.03, 0.01, -0.23], [0.04, 0.27, -0.10], [0.14, -0.18, -0.09], [-0.17, -0.09, 0.23], [0.24, -0.04, -0.11], [-0.05, 0.23, 0.13], [-0.19, -0.18, -0.07]], "nbo_charge": [-0.938, 0.471, 0.467, -0.941, 0.469, 0.472, -0.937, 0.469, 0.468], "smiles": "O.O.O", "homo_energy_ev": -11.37, "total_energy_ha": -229.3038, "spin_multiplicity": 1, "relative_energy_kj_mol": 55.8}

---

[2]
{"formula": "C4H8O3", "method": "wB97M-V/def2-TZVPD", "species": ["C", "C", "C", "O", "H", "H", "H", "H", "H", "H", "O", "C", "O", "H", "H"], "xyz": [[-0.007462, -1.294060, -0.504966], [0.817312, -0.373531, 0.530761], [0.268366, -0.453676, 1.924779], [1.916251, 0.024517, 0.248827], [-1.068266, -1.044349, -0.493376], [0.432558, -1.302839, -1.502081], [0.072066, -2.300447, -0.088610], [0.033814, -1.473704, 2.206400], [0.979558, -0.025552, 2.623117], [-0.638401, 0.147342, 1.955328], [-0.516720, 1.805721, 0.184899], [-0.377511, 1.683583, -1.001733], [-1.378202, 1.332456, -1.821531], [0.558560, 1.976486, -1.508523], [-1.091921, 1.298054, -2.753288]], "atomic_forces_ev_per_a": [[0.65, 0.96, 1.25], [-0.15, -2.96, -0.97], [-0.02, 0.97, 0.06], [-0.11, 0.53, -0.07], [0.05, 0.09, -0.20], [-0.09, 0.24, 0.08], [0.07, -0.03, -0.03], [-0.04, -0.19, -0.10], [0.10, 0.01, 0.08], [-0.17, -0.10, 0.12], [-0.36, -0.22, -0.82], [0.18, 1.25, 0.37], [-0.09, -0.24, -0.32], [-0.04, -0.38, -0.02], [0.03, 0.06, 0.57]], "nbo_charge": [-0.738, 0.632, -0.734, -0.563, 0.227, 0.219, 0.227, 0.226, 0.233, 0.252, -0.566, 0.650, -0.675, 0.116, 0.493], "smiles": "CC(C)=O.O=CO", "homo_energy_ev": -9.38, "total_energy_ha": -382.9184, "spin_multiplicity": 1, "relative_energy_kj_mol": 121.7}

---

[3]
{"formula": "C2H4O2S2", "method": "wB97M-V/def2-TZVPD", "species": ["C", "C", "O", "O", "S", "S", "H", "H", "H", "H"], "xyz": [[-1.281993, -0.434294, -0.446817], [-1.961054, 0.182146, 0.518610], [2.891227, 1.604774, -0.140774], [2.592769, -0.657797, 1.129149], [2.220483, 0.785459, -1.158767], [1.959852, -0.949700, -0.131032], [-0.405318, -0.848399, -0.097939], [-1.713552, -0.643577, -1.433947], [-2.823944, 0.712180, 0.291639], [-1.478467, 0.249205, 1.469877]], "atomic_forces_ev_per_a": [[-2.54, 0.38, 0.18], [1.70, -0.46, -1.05], [0.18, 0.56, -0.22], [0.64, -0.05, 1.80], [-0.11, -0.26, 0.15], [-0.15, -0.27, -1.72], [1.60, -1.17, -0.15], [0.55, 0.29, 0.33], [-1.71, 0.73, 0.07], [-0.16, 0.24, 0.62]], "nbo_charge": [-0.401, -0.362, -0.798, -0.803, 0.787, 0.828, 0.164, 0.201, 0.191, 0.194], "homo_energy_ev": [-9.60, -9.51], "total_energy_ha": -1025.3367, "spin_multiplicity": 1, "relative_energy_kj_mol": 338.0}